[1]
C5H7NO | ωB97M-V/def2-TZVPD

```
14
Properties=species:S:1:pos:R:3
C 0.81126 -0.22933 1.57773
C 0.55899 0.11867 0.14441
C 1.39002 0.63750 -0.78844
O 0.78056 0.85690 -1.97331
C -0.59078 0.56531 -1.88621
C -0.72068 0.05880 -0.53759
N -1.93983 -0.18031 0.09018
H 1.83696 0.01215 1.87580
H 0.65217 -1.29839 1.76947
H 0.12527 0.32471 2.23083
H 2.44480 0.89720 -0.74341
H -0.65853 -0.69373 -1.73219
H -1.99969 -1.03752 0.62803
H -2.72088 -0.11833 -0.55490
```

Calculated values
HOMO-LUMO gap (eV): 9.467
2S+1: 1
HOMO energy (eV): -8.75
E (eV): -8832.82665
E_LUMO (Eh): 0.0263
Energy above the lowest of the compared OMol25 structures with the same formula, charge and spin (eV): 3.3762



[2]
C23H18N3O3Tc | ωB97M-V/def2-TZVPD

```
48
Properties=species:S:1:pos:R:3
Tc -1.08891 -0.17488 0.34868
C -5.10370 -1.29086 0.82635
O -5.75823 -0.11717 0.34807
C -5.09210 0.93187 -0.15120
C -5.91013 1.95395 -0.64989
C -5.38774 3.09933 -1.20350
C -4.01141 3.25996 -1.28026
C -3.17558 2.26847 -0.78988
C -1.75032 2.50407 -0.88438
N -0.80984 1.71192 -0.51529
N 0.49790 2.15724 -0.67766
C 1.29671 1.26154 -0.21997
O 0.79069 0.10189 0.26644
C 2.74520 1.40773 -0.21738
C 3.53583 0.28382 0.02349
C 4.91582 0.40045 0.01718
C 5.49951 1.63863 -0.22036
C 4.70903 2.76050 -0.45093
C 3.33114 2.65158 -0.45194
C -3.72368 1.11001 -0.21770
O -2.84807 0.16422 0.28838
H -5.90383 -1.96872 1.09901
H -4.49967 -1.07858 1.70652
H -4.49661 -1.74755 0.04577
H -6.97969 1.80305 -0.57733
H -6.04943 3.86911 -1.57654
H -3.57982 4.14906 -1.72371
H -1.42877 3.45801 -1.29495
H 3.05971 -0.67231 0.21219
H 5.53436 -0.46900 0.20065
H 6.57809 1.73208 -0.22268
H 5.17290 3.72289 -0.62551
H 2.70360 3.51638 -0.62759
C -0.76162 -2.25909 0.22476
C 0.64160 -2.69143 0.45209
C 1.19585 -2.68172 1.72807
C 2.53762 -2.96410 1.92252
C 3.34375 -3.26209 0.83001
C 2.79532 -3.29908 -0.45098
C 1.45436 -3.01824 -0.63178
C 4.75640 -3.50311 1.01023
N 5.88724 -3.66799 1.13419
H -1.42303 -2.44206 1.09626
H -1.19816 -2.64943 -0.69201
H 0.57174 -2.43842 2.58210
H 2.96738 -2.94719 2.91498
H 3.42760 -3.54384 -1.29419
H 1.03100 -3.03088 -1.63037
```

Calculated values
Expectation value of S²: 1.073
HOMO-LUMO gap (alpha / beta) (eV): 6.203 / 6.302
Net charge: +1
2S+1: 2
HOMO energy (alpha / beta) (eV): -11.80 / -11.79
E (eV): -36944.97623
E_LUMO (alpha / beta) (Eh): -0.2056 / -0.2015
Energy above the lowest of the compared OMol25 structures with the same formula, charge and spin (eV): 1.0554



Q: Number 1 is which compound?
A: C5H7NO



Q: What is the energy above the lowest of the compared OMol25 structures with the same formula, charge and spin in the first record?
A: 3.3762 eV



Q: Which value of E does entry 2 give?
A: -36944.97623 eV